Molecular formula: C23H27N3O4
Method: DFT, wB97M-V/def2-TZVPD

Geometry as XYZ:
```
57
Properties=species:S:1:pos:R:3:forces:R:3:mulliken_charge:R:1
C 4.0085 0.0904 -3.8653 -6.03 6.88 6.95 -1.081
H 3.1496 -0.5799 -3.6320 0.88 0.44 -0.05 0.167
H 4.5942 -0.2654 -4.4888 5.81 -3.56 -5.61 0.759
H 3.5828 1.0785 -4.3197 0.41 -1.91 0.35 0.170
C 4.7567 0.7152 -2.4344 -0.97 -7.35 -3.68 -1.170
H 5.2047 -0.3857 -2.1306 -1.36 2.70 0.52 0.271
H 5.6865 1.1133 -2.7692 0.14 1.74 0.19 0.491
C 3.6967 1.3125 -1.5577 3.11 0.47 3.14 0.988
C 3.2784 2.6956 -2.0066 -1.80 -1.80 -2.64 -1.428
H 4.1780 3.2538 -1.9492 0.50 1.05 -0.87 0.458
H 2.6959 2.5696 -3.0997 2.09 0.88 2.57 0.229
H 2.5657 3.1095 -1.3474 -0.78 0.56 0.83 0.367
C 2.6544 0.4152 -1.0462 -1.86 -9.09 -6.71 -0.774
N 1.3927 0.3079 -2.1766 10.10 14.60 3.33 0.761
C 0.5820 -0.5081 -2.3447 -1.26 -15.89 2.43 -0.005
O 0.7880 -1.8238 -1.8499 -0.76 4.79 -0.67 -0.866
C -0.4060 -0.3757 -3.2419 -7.70 0.46 -8.05 0.025
N -1.5369 -1.3492 -3.2428 -2.29 9.19 3.57 -0.239
H -1.4577 -2.2025 -3.4251 2.57 -8.68 -2.94 0.145
C -2.2558 -1.4137 -1.9840 4.54 4.05 2.02 -1.229
C -2.1418 0.0857 -1.1812 -1.55 -10.98 -4.04 0.815
C -2.5586 -0.1066 0.0008 -4.04 3.56 11.11 -0.042
C -2.5292 1.1168 0.8370 0.88 -1.82 0.14 -0.706
C -1.8311 2.1492 0.2590 -2.22 7.66 3.64 0.066
C -1.6376 2.4844 -1.0413 -2.16 -10.41 1.10 -1.287
C -1.6553 1.1169 -1.6668 4.66 11.35 -5.73 0.445
C -0.9936 1.0770 -3.0347 -6.24 -3.65 -2.66 -1.965
H -2.1557 1.1261 -3.8773 3.78 -0.10 2.14 0.353
H -0.3452 1.7698 -3.4543 0.90 1.85 -0.02 0.784
H -0.9579 3.0855 -1.3589 3.49 4.58 -2.15 0.630
H -1.8529 3.2366 0.8891 0.49 -3.08 -0.74 0.125
H -2.7911 1.3413 1.9353 0.18 -1.34 -1.88 0.291
H -3.0730 -0.8808 0.6045 0.63 -0.40 -1.54 0.360
H -1.7529 -2.0526 -1.2285 -0.62 -0.17 -0.58 0.423
H -3.2545 -1.5070 -2.0799 -3.28 -0.91 -0.45 0.674
H -0.2933 -0.5176 -4.4600 1.42 0.82 3.07 0.082
H 1.2300 1.4312 -2.4999 0.31 -4.40 0.85 0.175
H 2.9391 -1.0222 -1.1945 -0.48 4.40 0.59 0.343
C 1.9548 0.5985 0.1775 -2.76 -11.17 -2.97 0.153
O 2.2231 1.5534 0.6358 1.63 12.47 8.12 -0.363
N 1.2106 -0.5235 0.7487 8.24 -2.12 -15.28 0.265
C 0.4399 -0.6142 1.6288 -8.54 5.91 16.78 0.775
C 0.4530 0.6147 2.6914 -6.57 -8.60 1.89 -1.103
C -0.3105 0.5579 3.9144 -0.54 -2.12 -4.62 -1.173
C -1.2677 -0.4737 3.9033 -1.69 0.08 5.79 0.779
C -1.2867 -1.5925 3.2378 5.32 1.45 -7.70 0.343
C -0.3978 -1.5748 2.0881 -1.15 -1.60 0.07 -0.768
H -0.3956 -2.3689 1.4217 -0.42 -2.17 -1.01 0.486
O -2.2536 -2.4756 3.4261 3.48 -3.18 -6.85 -0.305
C -2.6690 -2.1452 4.5187 -9.52 2.79 14.18 -0.408
O -2.2178 -0.8292 5.0110 1.29 0.45 -2.07 -0.475
H -3.8534 -1.9843 4.5553 1.84 -0.46 -0.70 0.207
H -2.6550 -2.8009 5.5857 1.18 0.53 -2.93 0.162
H -0.4064 1.2449 4.7009 0.50 1.20 0.66 0.406
H 1.0149 1.3455 2.7265 5.99 6.85 -0.84 0.937
H 0.9654 -1.3767 -0.0205 1.52 2.54 1.03 0.205
H 4.3472 1.3869 -0.5873 -1.31 0.63 -1.07 0.271
```
Forces are in eV/Å.

Computed properties:
* Kohn-Sham gap: 0.2673 hartree
* ΔE to the lowest compared entry with this formula, charge and spin: 552.8 kcal per mole
* net charge: 0
* E_LUMO: 0.18 eV
* HOMO: -7.1 eV
* E_tot: -36927.48288 eV